(1)
ORCA calculation (wB97M-V/def2-TZVPD) on a structure of composition C18H14ErN6O7S.

```
! wB97M-V def2-TZVPD RIJCOSX def2/J DEFGRID3
* xyz -1 4
Er 0.286 -0.109 0.605
C 4.565 0.309 -1.546
C 3.098 0.278 -1.215
N 2.672 0.074 0.003
N 3.563 0.026 0.993
C 3.178 -0.508 2.138
N 3.968 -0.289 3.221
S 1.909 -1.638 2.308
C 2.083 0.568 -2.210
C 2.366 0.620 -3.584
C 1.360 0.905 -4.482
C 0.092 1.195 -3.998
C -0.105 1.165 -2.623
N 0.835 0.824 -1.752
H 5.092 -0.286 -0.802
H 4.930 1.335 -1.489
H 4.776 -0.081 -2.538
H 4.517 0.555 3.242
H 3.617 -0.649 4.095
H 3.368 0.426 -3.931
H 1.566 0.920 -5.543
H -0.719 1.459 -4.660
H -1.062 1.434 -2.193
O -3.032 2.942 4.631
C -2.273 2.289 3.937
C -2.461 0.849 3.543
O -3.384 0.113 3.877
C -1.331 0.533 2.673
C -0.533 1.691 2.454
O 0.468 1.689 1.636
C -0.992 2.780 3.312
O -0.459 3.863 3.525
O -1.042 -0.605 2.146
C -2.586 -3.755 -0.229
N -2.744 -2.332 -0.430
C -3.984 -1.761 -0.493
C -4.155 -0.432 -0.569
C -2.984 0.440 -0.534
O -3.040 1.662 -0.578
N -1.763 -0.194 -0.489
C -1.634 -1.511 -0.414
O -0.484 -2.020 -0.373
H -3.274 -4.300 -0.879
H -2.782 -4.011 0.815
H -1.555 -4.020 -0.467
H -4.807 -2.464 -0.489
H -5.130 0.018 -0.641
*
```

Computed properties:
* frontier orbital gap (alpha / beta): 6.48 / 6.49 eV
* <S²>: 3.7521
* LUMO level (alpha / beta): 1.9 / 1.9 eV

Here are the natural (NBO) charges for atoms 1 to 8, given in e: Er 1.81; C -0.67; C 0.18; N -0.26; N -0.45; C 0.30; N -0.79; S -0.31


(2)
ORCA calculation (wB97M-V/def2-TZVPD) on the molecule C18H14F4N2O2.

```
! wB97M-V def2-TZVPD RIJCOSX def2/J DEFGRID3
* xyz 0 1
O 0.513 -2.262 -1.392
C 0.658 -1.760 -0.308
N -0.225 -1.881 0.734
C -1.461 -2.525 0.742
C -1.815 -3.454 -0.236
C -3.042 -4.087 -0.189
C -3.942 -3.817 0.829
C -3.612 -2.894 1.803
C -2.384 -2.246 1.763
C -2.058 -1.226 2.811
F -3.046 -1.007 3.677
F -1.747 -0.020 2.278
F -0.974 -1.563 3.553
H -4.305 -2.667 2.598
H -4.896 -4.317 0.865
H -3.294 -4.803 -0.956
H -1.121 -3.665 -1.031
H 0.036 -1.399 1.582
C 1.867 -0.904 0.084
H 2.328 -1.368 0.960
C 2.849 -0.782 -1.081
C 2.623 0.603 -1.664
O 3.039 1.028 -2.710
N 1.830 1.289 -0.790
C 1.456 2.632 -0.978
C 2.429 3.612 -1.173
C 2.092 4.931 -1.409
C 0.757 5.293 -1.432
C -0.224 4.340 -1.216
C 0.121 3.019 -0.997
H -0.647 2.275 -0.851
H -1.266 4.624 -1.229
H 0.484 6.321 -1.615
H 2.877 5.654 -1.561
F 3.728 3.277 -1.086
C 1.452 0.550 0.392
H 0.379 0.657 0.583
H 1.994 0.940 1.264
H 2.657 -1.534 -1.847
H 3.889 -0.864 -0.766
*
```

Computed properties:
* frontier orbital gap: 9.53 eV
* structure (SMILES): O=C(Nc1ccccc1C(F)(F)F)[C@H]1CC(=O)N(c2ccccc2F)C1
* LUMO level: 0.5 eV

Here are the natural (NBO) charges for atoms 1 to 8, given in e: O -0.58; C 0.70; N -0.61; C 0.17; C -0.23; C -0.17; C -0.23; C -0.18


(3)
ORCA calculation (wB97M-V/def2-TZVPD) on a structure of composition C18H15AuBrSi.

```
! wB97M-V def2-TZVPD RIJCOSX def2/J DEFGRID3
* xyz -1 1
Au 0.940 0.542 1.178
Br 0.871 0.644 8.031
C 0.860 0.605 6.098
C 1.027 1.781 5.399
C 1.025 1.728 4.013
C 0.868 0.548 3.281
C 0.692 -0.601 4.059
C 0.687 -0.596 5.446
H 1.163 2.719 5.920
H 1.157 2.662 3.479
H 0.554 -1.556 3.564
H 0.557 -1.513 6.007
C -3.128 2.390 -2.816
C -2.907 2.303 -1.453
C -1.727 1.761 -0.976
C -0.744 1.290 -1.835
C -0.985 1.386 -3.200
C -2.158 1.929 -3.690
Si 0.883 0.559 -1.134
C 0.885 -1.182 -1.905
C -0.127 -2.087 -1.602
C -0.091 -3.390 -2.058
C 0.969 -3.825 -2.835
C 1.997 -2.947 -3.131
C 1.951 -1.646 -2.665
H -4.050 2.813 -3.195
H -3.661 2.658 -0.763
H -1.564 1.705 0.094
H -0.235 1.028 -3.894
H -2.325 1.993 -4.758
H 1.851 1.238 -2.060
H -0.957 -1.760 -0.987
H -0.885 -4.081 -1.799
H 1.000 -4.846 -3.199
H 2.840 -3.286 -3.722
H 2.766 -0.971 -2.893
*
```

Computed properties:
* frontier orbital gap: 7.52 eV
* LUMO level: 2.7 eV

Here are the natural (NBO) charges for atoms 1 to 8, given in e: Au 0.21; Br -0.03; C -0.06; C -0.28; C -0.24; C -0.39; C -0.23; C -0.28


(4)
ORCA calculation (wB97M-V/def2-TZVPD) on a structure of composition C18H15BrLaN3.

```
! wB97M-V def2-TZVPD RIJCOSX def2/J DEFGRID3
* xyz 2 1
La 1.082 -1.492 -1.495
C 1.313 4.695 -1.495
C 1.821 3.285 -1.495
C 3.197 3.008 -1.495
C 3.663 1.692 -1.495
C 2.728 0.660 -1.495
Br 3.890 -1.281 -1.495
N 1.292 0.927 -1.495
C 0.923 2.221 -1.495
H 2.135 5.418 -1.495
H 0.706 4.877 -0.603
H 0.706 4.877 -2.388
H 3.918 3.822 -1.495
H 4.728 1.493 -1.495
H -0.151 2.389 -1.495
C -3.750 -1.492 -1.770
C -2.447 -1.492 -2.183
N -1.406 -1.492 -1.328
C -1.554 -1.492 0.071
C -2.906 -1.492 0.510
C -3.974 -1.492 -0.406
C -3.248 -1.492 1.858
C -2.272 -1.492 2.834
C -0.924 -1.492 2.493
C -0.008 -1.492 3.560
C 1.356 -1.492 3.336
C 1.769 -1.492 2.034
N 0.915 -1.492 0.992
C -0.485 -1.492 1.140
H -4.567 -1.492 -2.481
H -2.182 -1.492 -3.236
H -5.005 -1.492 -0.057
H -4.291 -1.492 2.172
H -2.586 -1.492 3.877
H -0.357 -1.492 4.591
H 2.067 -1.492 4.153
H 2.822 -1.492 1.769
H 1.082 -3.770 -1.495
*
```

Computed properties:
* frontier orbital gap: 5.14 eV
* LUMO level: -8.4 eV

Here are the natural (NBO) charges for atoms 1 to 8, given in e: La 2.06; C -0.65; C 0.02; C -0.10; C -0.26; C 0.14; Br 0.14; N -0.63


(5)
ORCA calculation (wB97M-V/def2-TZVPD) on a structure of composition C18H15Cl5O2Zr.

```
! wB97M-V def2-TZVPD RIJCOSX def2/J DEFGRID3
* xyz 2 1
Zr 0.092 0.233 0.064
Cl 2.206 -5.157 -3.974
C 2.057 -3.756 -3.011
C 0.836 -3.462 -2.389
Cl -0.531 -4.462 -2.611
C 0.748 -2.324 -1.594
Cl -0.764 -1.910 -0.805
C 1.836 -1.462 -1.384
O 1.716 -0.380 -0.612
C 3.038 -1.751 -2.052
Cl 4.332 -0.650 -1.855
C 3.156 -2.894 -2.852
Cl 4.621 -3.219 -3.645
C -2.073 2.110 1.519
C -1.982 2.635 0.095
O -1.081 1.776 -0.657
C -0.880 2.207 -2.028
C 0.104 1.245 -2.684
H -2.853 2.663 2.046
H -1.131 2.271 2.065
H -2.360 1.043 1.533
H -1.595 3.662 0.081
H -2.964 2.622 -0.395
H -0.489 3.234 -2.031
H -1.849 2.199 -2.546
H 1.095 1.288 -2.191
H 0.258 1.562 -3.719
H -0.305 0.220 -2.727
C 0.216 0.014 2.172
C 0.200 -0.087 3.395
C 0.136 -0.112 4.800
C -1.100 0.076 5.436
C -1.156 0.135 6.811
C 0.006 0.008 7.565
C 1.229 -0.192 6.937
C 1.303 -0.260 5.562
H -1.996 0.168 4.841
H -2.104 0.288 7.301
H -0.045 0.062 8.640
H 2.128 -0.287 7.524
H 2.246 -0.416 5.062
*
```

Computed properties:
* frontier orbital gap: 6.29 eV
* LUMO level: -8.1 eV

Here are the natural (NBO) charges for atoms 1 to 8, given in e: Zr 2.22; Cl 0.15; C -0.08; C -0.06; Cl 0.13; C -0.15; Cl 0.15; C 0.29


(6)
ORCA calculation (wB97M-V/def2-TZVPD) on a structure of composition C18H15ClF3N4O7ReSe.

```
! wB97M-V def2-TZVPD RIJCOSX def2/J DEFGRID3
* xyz 1 2
Re 0.771 0.422 -0.721
Se -3.413 -4.986 2.634
N -3.759 -3.857 1.319
C -2.706 -3.095 1.195
C -2.602 -2.024 0.206
C -3.614 -1.671 -0.690
C -3.407 -0.618 -1.552
C -2.184 0.042 -1.546
N -1.201 -0.309 -0.719
C -1.419 -1.309 0.166
C -0.333 -1.572 1.092
N 0.757 -0.781 0.947
C 1.816 -0.958 1.743
C 1.811 -1.922 2.738
C 0.702 -2.729 2.896
C -0.399 -2.561 2.053
C -1.619 -3.360 2.106
N -1.803 -4.333 2.957
H -4.543 -2.228 -0.688
H -4.171 -0.303 -2.249
H -1.973 0.854 -2.228
H 2.676 -0.327 1.556
H 2.683 -2.036 3.364
H 0.671 -3.497 3.659
O 3.809 2.451 -2.284
Cl 2.980 1.322 -2.175
O 1.543 1.652 -2.449
O 3.385 0.217 -2.955
O 2.852 0.904 -0.710
F 1.076 -1.673 -4.970
C 0.407 -1.572 -3.837
F -0.691 -2.338 -3.892
F 0.003 -0.290 -3.694
C 1.262 -2.056 -2.659
O 1.793 -3.117 -2.753
O 1.305 -1.268 -1.594
C -0.859 3.872 1.059
C 0.469 3.201 0.771
C 1.137 2.719 2.048
C 1.394 4.121 -0.009
O 0.174 2.012 -0.033
H -0.709 4.703 1.749
H -1.558 3.164 1.510
H -1.298 4.259 0.138
H 1.275 3.555 2.732
H 2.118 2.292 1.816
H 0.518 1.963 2.539
H 1.663 4.973 0.617
H 0.902 4.489 -0.910
H 2.311 3.604 -0.296
*
```

Computed properties:
* frontier orbital gap (alpha / beta): 6.70 / 7.54 eV
* <S²>: 0.7557
* LUMO level (alpha / beta): -5.1 / -5.0 eV

Here are the natural (NBO) charges for atoms 1 to 8, given in e: Re 1.64; Se 1.04; N -0.59; C 0.10; C -0.08; C -0.08; C -0.22; C 0.11


Max |F| / eV/Å: 3.3; 0.5; 0.9; 4.0; 3.4; 1.5
DFT total energy / eV: -80629.88029; -36840.17636; -100523.94944; -94265.32224; -86879.78140; -127341.66638